A gas-phase ion, C6H13N (charge +1) in a non-equilibrium geometry, computed with ωB97M-V/def2-TZVPD.

* total energy: -290.83708 Eh
* 2S+1: 2
* orbital gap (spin up / spin down): 10.8 / 8.4 eV
* expectation value of S²: 0.768
* total charge: +1
* LUMO level (spin up / spin down): -3.53 / -7.07 eV
* HOMO (spin up / spin down): -14.28 / -15.45 eV
* relative energy (zero: lowest compared OMol25 entry of this formula, charge and spin): 109.28 kJ/mol

Each line ends with the Mulliken charge.
Positions of all 20 atoms, in Å:
H  -1.846  -0.605  -3.039  0.34
H  -0.169  -0.970  0.804  0.42
H  2.298  1.577  0.884  0.31
C  0.382  -0.541  -0.021  -0.36
H  2.157  -0.221  -0.790  0.31
H  -3.168  -1.418  -2.246  0.31
C  -2.589  -0.499  -2.238  -1.12
H  1.967  -0.550  3.010  0.32
C  1.605  0.359  2.527  -1.15
C  -1.893  -0.098  -0.902  -0.36
C  -0.416  -0.053  -1.021  -0.13
H  1.763  1.211  3.190  0.35
H  -3.206  0.302  -2.647  0.31
H  3.357  0.351  1.320  0.34
C  2.287  0.517  1.177  -0.23
N  1.708  -0.248  0.122  -0.05
H  -2.344  0.869  -0.659  0.34
H  0.514  0.286  2.562  0.36
H  -0.097  0.448  -1.928  0.35
H  -2.309  -0.716  -0.106  0.33

=====

C2H6N4O in the gas phase in a non-equilibrium geometry, computed with ωB97M-V/def2-TZVPD.

* total energy: -373.95140 Eh
* orbital gap: 9.4 eV
* total charge: 0
* LUMO level: 0.87 eV
* SMILES: NN/C=N/C=N/O
* HOMO: -8.58 eV
* relative energy (zero: lowest compared OMol25 entry of this formula, charge and spin): 417.38 kJ/mol

Each line ends with the Mulliken charge.
Positions of all 13 atoms, in Å:
H  0.324  -1.612  -1.940  0.29
N  0.614  1.528  1.266  -0.34
N  1.151  -0.214  -0.233  -0.60
H  -2.441  -0.830  -1.951  0.25
H  2.445  0.692  1.257  0.41
N  -0.520  -1.192  -1.435  -0.03
C  1.442  0.704  0.823  -0.01
O  1.319  2.174  2.386  -0.43
C  -0.135  -0.340  -0.412  0.19
H  0.533  2.683  2.746  0.35
H  -2.035  -2.208  -0.986  0.25
H  -0.932  0.180  0.231  0.35
N  -1.763  -1.567  -1.752  -0.67

=====

2 unconnected molecules or ions with the total composition C2H3O3 in a non-equilibrium geometry, computed with ωB97M-V/def2-TZVPD.

* total energy: -303.40141 Eh
* orbital gap: 12.0 eV
* total charge: +1
* LUMO level: -6.12 eV
* HOMO: -18.10 eV
* relative energy (zero: lowest compared OMol25 entry of this formula, charge and spin): 29.05 kJ/mol

Each line ends with the Mulliken charge.
Positions of all 8 atoms, in Å:
H  -1.430  -0.522  0.329  0.57
O  -2.040  -1.829  -0.265  -0.50
H  1.335  0.624  0.589  0.35
C  -2.655  -2.682  0.201  0.72
O  -0.370  -0.217  0.762  -0.24
C  0.461  0.401  0.138  0.08
H  0.262  0.604  -1.001  0.23
O  -3.228  -3.529  0.675  -0.19